{"formula": "CH2FO3S2", "method": "ωB97M-V/def2-TZVPD", "symbols": ["S", "S", "F", "O", "O", "O", "C", "H", "H"], "xyz": [[1.2617, 0.4167, 2.4798], [1.5144, -1.3699, 1.1520], [0.2622, -0.5074, -1.4207], [2.3233, 1.2395, 1.9138], [1.4520, 0.0495, 3.8544], [-0.0345, 0.9040, 2.1624], [1.1152, -0.0113, -0.5886], [0.6012, 0.7695, -0.0156], [2.0142, 0.1652, -1.1967]], "atomic_forces_ev_per_a": [[2.224, 0.132, -0.967], [-0.669, 2.118, -1.734], [-2.461, -1.966, -1.997], [0.063, 0.011, 0.206], [0.117, -0.861, 0.415], [-2.144, 0.401, -0.435], [1.728, -0.129, 3.434], [0.911, 0.080, -0.098], [0.231, 0.214, 1.177]], "lowdin_charge": [0.11, 0.41, -0.05, -0.44, -0.39, -0.41, -0.35, 0.04, 0.08], "charge": -1, "relative_energy_kj_mol": 86.2, "total_energy_ha": -1161.2966, "smiles": "O=S(=O)([O-])SCF", "gap_ev": 8.385, "max_force_ev_per_a": 3.8}

{"formula": "C4H7P", "method": "ωB97M-V/def2-TZVPD", "symbols": ["P", "C", "C", "C", "C", "H", "H", "H", "H", "H", "H", "H"], "xyz": [[-1.8697, -1.5083, 2.2771], [-0.6004, -0.1638, -0.0809], [-0.5447, -0.8938, 1.4865], [0.5110, 0.4311, -0.5136], [0.7609, 1.1583, -1.8069], [0.6085, 2.2190, -1.6560], [0.4716, -0.9614, 2.0285], [-1.6110, -0.1925, -0.4601], [1.7570, 0.8120, -2.1440], [-0.8464, -2.1913, 3.2034], [-0.0446, 0.8892, -2.5230], [1.4080, 0.4015, 0.1890]], "atomic_forces_ev_per_a": [[1.679, -1.169, 0.954], [0.821, -1.211, 4.658], [1.383, 1.700, -2.962], [0.648, -0.154, 1.055], [-1.047, -1.288, -0.024], [0.756, 0.390, -0.009], [-1.499, 0.212, -1.557], [0.168, 0.042, -0.594], [-0.562, 0.833, -0.262], [-1.815, 0.780, -0.457], [0.707, -0.064, 0.134], [-1.239, -0.072, -0.935]], "lowdin_charge": [0.71, -0.14, -0.58, -0.23, -0.11, 0.07, 0.04, 0.07, 0.08, -0.10, 0.08, 0.12], "charge": 0, "relative_energy_kj_mol": 203.0, "total_energy_ha": -497.8493, "smiles": "[H]/P=C/C=C/C", "gap_ev": 9.162, "max_force_ev_per_a": 4.9}

{"formula": "C12H20Cl2LaN2Se", "method": "ωB97M-V/def2-TZVPD", "symbols": ["La", "Se", "Cl", "Cl", "N", "N", "C", "C", "C", "C", "C", "C", "C", "C", "C", "C", "C", "C", "H", "H", "H", "H", "H", "H", "H", "H", "H", "H", "H", "H", "H", "H", "H", "H", "H", "H", "H", "H"], "xyz": [[-1.8615, -0.7334, 1.5324], [0.6347, 0.8459, 0.7445], [-2.1668, -3.3106, 1.5766], [-3.8185, 0.3737, 0.1771], [-1.5241, 1.8922, 2.4793], [-1.3701, 2.9367, 0.5740], [-1.2406, 1.0392, 3.6416], [1.8241, -1.7934, 1.0054], [3.0036, -0.4468, -2.3803], [-0.8612, 1.8936, 1.2696], [-1.0897, 3.2488, -0.8218], [0.5853, -1.0296, 1.4990], [-2.2879, 3.0503, 2.5771], [3.2833, 1.0535, -2.2904], [1.7955, -1.0832, -1.6450], [-2.2150, 3.6772, 1.3781], [2.3686, 1.9418, -2.0407], [2.0482, -2.1004, -0.4896], [-1.4909, 4.2547, -0.9928], [1.3558, 1.8357, -2.4644], [-1.5803, 2.5380, -1.5019], [4.3504, 1.2919, -2.4294], [1.7171, -2.7561, 1.5385], [-2.1789, 0.5884, 4.0263], [1.2778, -1.6862, -2.4093], [3.9242, -0.9704, -2.0859], [2.8606, -0.6747, -3.4487], [-0.0142, 3.2315, -1.0219], [-2.6436, 4.5996, 1.0115], [2.7411, -1.3226, 1.4045], [-0.7672, 1.6175, 4.4519], [0.6840, -0.9232, 2.5995], [1.4239, -2.9833, -0.7289], [3.0973, -2.4354, -0.5643], [-2.7855, 3.2866, 3.5012], [2.5700, 2.8991, -1.5331], [1.0558, -0.3394, -1.3191], [-0.5188, 0.2356, 3.4112]], "atomic_forces_ev_per_a": [[-0.723, 0.729, 0.901], [2.027, 2.280, 0.657], [-0.304, -1.396, -0.203], [-0.937, 0.413, -0.711], [0.593, -1.766, 3.000], [-0.960, 2.342, -1.625], [0.316, 1.360, -0.940], [-0.096, 0.769, 0.433], [-0.016, -0.009, -0.939], [1.308, -3.346, -1.407], [-0.457, -0.012, 0.672], [-0.424, -0.937, -0.469], [-0.680, 0.721, 0.158], [1.509, -2.159, 0.121], [-0.638, -0.185, -0.052], [0.487, -0.616, -0.266], [-1.554, 2.258, -0.252], [0.025, -0.564, -0.218], [0.151, -0.239, -0.151], [0.102, -0.526, 1.309], [0.046, 0.007, 0.158], [-0.349, 0.113, 1.049], [0.241, 0.260, -0.312], [-0.132, -0.151, 0.175], [0.062, 0.307, 0.199], [-0.145, 0.132, -0.046], [0.228, -0.147, 0.087], [-0.025, -0.018, 0.159], [-0.061, -0.219, 0.153], [-0.011, 0.021, -0.086], [-0.263, -0.172, 0.030], [0.272, 0.027, -0.342], [0.252, 0.356, 0.143], [-0.249, -0.077, -0.060], [-0.064, 0.202, -0.114], [0.179, -0.122, -0.998], [0.382, -0.142, -0.336], [-0.092, 0.505, 0.119]], "lowdin_charge": [0.97, 0.87, -0.40, -0.35, -0.25, -0.19, -0.16, -0.35, -0.20, -0.75, -0.05, -0.73, -0.10, -0.20, -0.23, -0.08, -0.08, -0.21, 0.08, 0.07, 0.08, 0.10, 0.10, 0.05, 0.10, 0.10, 0.10, 0.05, 0.11, 0.08, 0.10, -0.01, 0.10, 0.10, 0.09, 0.06, 0.01, 0.01], "charge": -1, "relative_energy_kj_mol": 252.2, "total_energy_ha": -3932.0594, "gap_ev": [3.182, 3.205], "max_force_ev_per_a": 3.9}

{"formula": "C6H12Cl", "method": "ωB97M-V/def2-TZVPD", "symbols": ["Cl", "C", "C", "C", "C", "C", "C", "H", "H", "H", "H", "H", "H", "H", "H", "H", "H", "H", "H"], "xyz": [[3.9284, 2.2325, 2.7863], [1.1732, -1.0282, -0.6515], [-0.9513, -0.1314, 0.1914], [1.0354, 0.3823, -1.1417], [-0.1953, 0.9934, -0.5478], [-2.4235, -0.0328, -0.1451], [-0.2265, -1.4323, -0.1791], [-0.1803, -2.1282, 0.6561], [-3.0350, -0.8643, 0.2262], [-0.8484, 0.0083, 1.2749], [1.6364, -1.8083, -1.2489], [-2.8288, 0.9161, 0.2368], [1.8288, -0.8035, 0.2046], [0.2996, 1.6388, 0.2107], [3.1135, 1.4521, 2.1996], [-0.7560, -1.9042, -1.0045], [-2.5411, -0.0142, -1.2363], [-0.9029, 1.6033, -1.1058], [1.8738, 0.9207, -0.7260]], "atomic_forces_ev_per_a": [[0.142, 0.143, 0.101], [-0.482, 0.148, 0.682], [0.039, 0.095, 0.407], [0.250, 0.021, 0.291], [0.470, 0.196, 1.409], [-0.472, -0.195, -0.287], [-0.139, 0.035, -0.213], [-0.137, -0.136, -0.030], [0.163, 0.172, 0.108], [0.065, 0.082, -0.110], [0.213, 0.237, -0.301], [0.011, -0.321, -0.052], [-0.002, -0.970, 0.198], [-0.960, 0.261, -0.263], [-0.148, -0.148, -0.103], [-0.066, -0.226, -0.107], [-0.050, -0.040, 0.104], [0.371, 0.063, -0.484], [0.732, 0.584, -1.349]], "lowdin_spin": [0.00, 0.10, 0.01, 0.68, 0.10, 0.00, 0.00, 0.00, 0.00, 0.00, 0.02, 0.00, 0.02, 0.02, 0.00, 0.00, 0.00, 0.02, 0.04], "charge": 0, "relative_energy_kj_mol": 92.5, "total_energy_ha": -695.9102, "spin_multiplicity": 2, "gap_ev": [8.724, 11.175], "s_squared": 0.75, "max_force_ev_per_a": 1.6}